Below is the molecule C3H4N2O at a distorted geometry, with properties calculated with the ωB97M-V functional and the def2-TZVPD basis.

Results
Relative energy (zero: lowest compared OMol25 entry of this formula, charge and spin) ... 117.1 kcal/mol
Structure (SMILES) ... O/C=C\N1C=N1
Strongest force on any atom ... 0.0721 hartree/bohr
Gap between HOMO and LUMO ... 8.827 eV
Highest occupied orbital energy ... -0.313 hartree

```
! RIJCOSX wB97M-V def2-TZVPD def2/J DEFGRID3
* xyz 0 1
C -0.109 0.654 -0.487
C -0.021 0.079 1.781
C 0.352 -0.262 -1.350
N -0.830 0.341 0.638
N -0.573 1.229 1.922
O 0.022 -1.551 -1.078
H -0.060 1.702 -0.774
H 0.911 -0.445 1.968
H -0.554 -1.645 -0.316
H 0.863 -0.103 -2.305
*
```

=====

Below is C4H6EuLiO2 as an isolated structure at a distorted geometry, with properties calculated with the ωB97M-V functional and the def2-TZVPD basis.

Results
Strongest force on any atom ... 0.1389 hartree/bohr
Gap between HOMO and LUMO (spin up / spin down) ... 5.368 / 5.525 eV
Highest occupied orbital energy (spin up / spin down) ... -0.226 / -0.236 hartree
⟨S²⟩ ... 12.024

```
! RIJCOSX wB97M-V def2-TZVPD def2/J DEFGRID3
* xyz 0 7
O -0.507 -1.140 -1.602
Eu -2.500 -0.545 -0.960
C 0.786 -0.774 -1.267
C 0.965 -0.423 0.218
H 1.499 -1.597 -1.493
H 0.859 -1.392 0.736
H 2.006 -0.115 0.411
H 1.142 0.091 -1.870
C -0.014 1.367 0.327
C -0.300 0.328 1.211
O -0.738 -0.013 2.354
Li -2.919 0.257 1.928
H 0.065 1.625 -0.732
H -0.343 2.331 0.739
*
```

=====

Below is C25H32GeN2PtSi as an isolated structure at a distorted geometry, with properties calculated with the ωB97M-V functional and the def2-TZVPD basis.

Results
Relative energy (zero: lowest compared OMol25 entry of this formula, charge and spin) ... 117.3 kcal/mol
Strongest force on any atom ... 0.0470 hartree/bohr
Gap between HOMO and LUMO (spin up / spin down) ... 5.726 / 5.695 eV
Highest occupied orbital energy (spin up / spin down) ... -0.247 / -0.249 hartree

```
! RIJCOSX wB97M-V def2-TZVPD def2/J DEFGRID3
* xyz 0 1
Pt -0.477 -0.874 -0.589
C -1.296 -3.926 -0.925
C -2.117 -2.873 -1.367
C -2.365 -2.006 -0.269
C -1.631 -2.542 0.846
C -0.990 -3.728 0.421
H -0.918 -4.735 -1.534
H -2.535 -2.759 -2.357
H -3.193 -1.314 -0.195
H -1.729 -2.219 1.871
H -0.374 -4.373 1.030
C -1.083 3.786 -3.744
N -1.526 2.496 -3.254
C -2.804 2.000 -3.272
C -2.750 0.786 -2.652
N -1.463 0.531 -2.267
C -0.754 1.577 -2.637
H -1.886 4.254 -4.307
H -0.219 3.666 -4.394
H -0.813 4.436 -2.911
H -3.626 2.542 -3.707
H -3.549 0.083 -2.481
H 0.307 1.687 -2.479
C 3.453 -0.911 0.182
Ge 2.772 -2.063 -1.256
C 2.796 -3.930 -0.587
C 4.048 -1.992 -2.777
C 0.994 -1.627 -1.852
H 4.497 -1.152 0.387
H 2.871 -1.077 1.088
H 3.386 0.146 -0.079
H 3.800 -4.168 -0.236
H 2.528 -4.621 -1.386
H 2.090 -4.056 0.234
H 5.029 -2.333 -2.446
H 4.149 -0.975 -3.156
H 3.717 -2.632 -3.596
H 0.678 -2.073 -2.795
C -3.009 4.291 1.327
C -3.384 3.100 0.721
C -2.471 2.059 0.616
C -1.172 2.184 1.105
C -0.817 3.385 1.720
C -1.723 4.427 1.835
Si 0.166 0.845 0.898
C 0.738 0.286 2.613
C -0.097 -0.420 3.481
C 0.372 -0.911 4.689
C 1.691 -0.697 5.063
C 2.531 0.024 4.227
C 2.055 0.506 3.016
H -3.712 5.112 1.393
H -4.387 2.982 0.331
H -2.774 1.131 0.141
H 0.186 3.505 2.118
H -1.428 5.349 2.320
H 1.312 1.689 0.407
H -1.134 -0.587 3.209
H -0.295 -1.470 5.335
H 2.057 -1.097 6.001
H 3.559 0.211 4.512
H 2.721 1.067 2.370
*
```

=====

Below is C25H46Cl2N2O6P2Zr as an isolated structure at a distorted geometry, with properties calculated with the ωB97M-V functional and the def2-TZVPD basis.

Results
Relative energy (zero: lowest compared OMol25 entry of this formula, charge and spin) ... 0.0 kcal/mol
Strongest force on any atom ... 0.0686 hartree/bohr
Gap between HOMO and LUMO ... 6.262 eV
Highest occupied orbital energy ... -0.281 hartree

```
! RIJCOSX wB97M-V def2-TZVPD def2/J DEFGRID3
* xyz 0 1
Zr -0.267 -0.116 -0.627
Cl 0.283 0.334 -3.030
P -0.872 -2.558 -1.192
C 0.396 -3.331 -2.277
C -1.091 -3.602 0.301
C -2.432 -2.549 -2.166
C 1.789 -2.689 -2.165
H 0.010 -3.112 -3.290
C 0.480 -4.844 -2.079
H 0.941 -5.092 -1.116
H 1.120 -5.249 -2.872
H -0.492 -5.343 -2.150
H 1.792 -1.670 -2.572
H 2.490 -3.290 -2.762
H 2.181 -2.642 -1.138
H -2.135 -2.001 -3.080
C -3.595 -1.781 -1.512
C -2.808 -3.986 -2.533
H -2.094 -4.423 -3.240
H -3.793 -3.977 -3.014
H -2.874 -4.632 -1.646
H -3.280 -0.973 -0.839
H -4.260 -2.454 -0.956
H -4.185 -1.310 -2.311
C 0.117 -3.459 1.239
H -1.129 -4.626 -0.099
C -2.380 -3.290 1.064
H 1.083 -3.639 0.751
H 0.016 -4.187 2.056
H 0.142 -2.461 1.702
H -2.443 -2.222 1.316
H -2.363 -3.849 2.008
H -3.282 -3.583 0.519
Cl -1.675 0.261 1.403
H -1.751 0.715 -1.246
P 0.030 3.132 -1.211
C -0.936 3.747 -2.655
C -0.449 4.098 0.287
C 1.819 3.287 -1.617
C -2.264 2.995 -2.840
H -0.280 3.488 -3.508
C -1.142 5.263 -2.586
H -1.885 5.523 -1.820
H -1.521 5.594 -3.563
H -0.212 5.804 -2.380
H -2.089 1.959 -3.140
H -2.847 3.494 -3.626
H -2.860 2.977 -1.919
H 1.876 2.709 -2.558
C 2.752 2.596 -0.602
C 2.162 4.753 -1.880
H 1.673 5.119 -2.789
H 3.246 4.843 -2.018
H 1.870 5.389 -1.032
H 2.230 2.197 0.277
H 3.526 3.295 -0.256
H 3.255 1.742 -1.074
C -1.937 3.851 0.576
H -0.265 5.150 0.007
C 0.403 3.724 1.505
H -2.600 4.313 -0.164
H -2.178 4.282 1.557
H -2.143 2.769 0.625
H 0.238 2.675 1.795
H 0.086 4.341 2.356
H 1.473 3.894 1.343
O 3.426 -1.301 0.544
C 2.457 -0.788 1.068
O 1.430 -0.235 0.406
C 2.289 -0.772 2.563
C 2.920 -1.790 3.302
C 2.600 -1.959 4.671
C 1.755 -1.065 5.332
C 1.199 -0.006 4.604
C 1.442 0.125 3.226
N 0.323 0.940 5.256
O 0.036 0.757 6.457
O -0.114 1.905 4.591
N 3.046 -3.150 5.342
O 3.725 -3.981 4.697
O 2.724 -3.315 6.535
H 3.613 -2.460 2.805
H 1.524 -1.198 6.382
H 0.938 0.921 2.680
*
```

=====

Below is the molecule C4H8N2O2 at a distorted geometry, with properties calculated with the ωB97M-V functional and the def2-TZVPD basis.

Results
Relative energy (zero: lowest compared OMol25 entry of this formula, charge and spin) ... 69.0 kcal/mol
Structure (SMILES) ... C=C(O)O/C(N)=C/N
Strongest force on any atom ... 0.0517 hartree/bohr
Gap between HOMO and LUMO ... 8.346 eV
Highest occupied orbital energy ... -0.278 hartree

```
! RIJCOSX wB97M-V def2-TZVPD def2/J DEFGRID3
* xyz 0 1
C 0.843 1.290 -0.616
C -0.709 -0.053 0.485
N -1.871 -0.252 -0.275
N -0.351 -2.386 1.060
C 0.104 -1.058 0.906
C 1.832 2.158 -0.434
O -0.184 1.200 0.415
O 0.490 0.823 -1.834
H -0.231 0.178 -1.748
H -2.429 0.587 -0.359
H -2.406 -1.051 0.037
H 0.381 -3.009 1.346
H -0.833 -2.748 0.251
H 0.950 -0.789 1.517
H 1.972 2.648 0.514
H 2.441 2.461 -1.265
*
```

=====

Below is a 2-piece molecular cluster, C27H31N3O3 overall at a distorted geometry, with properties calculated with the ωB97M-V functional and the def2-TZVPD basis.

Results
Relative energy (zero: lowest compared OMol25 entry of this formula, charge and spin) ... 92.3 kcal/mol
Strongest force on any atom ... 0.0304 hartree/bohr
Gap between HOMO and LUMO ... 5.038 eV
Highest occupied orbital energy ... -0.258 hartree

```
! RIJCOSX wB97M-V def2-TZVPD def2/J DEFGRID3
* xyz 0 1
C -5.894 -0.660 -4.675
C -4.618 0.145 -4.646
O -3.502 -0.752 -4.588
C -2.328 0.002 -4.550
N -1.275 -0.840 -4.459
C -0.041 -0.316 -4.481
C 1.011 -1.402 -4.648
O 0.340 0.859 -4.365
O -2.405 1.227 -4.602
H -6.741 0.030 -4.691
H -5.957 -1.297 -5.563
H -5.992 -1.302 -3.794
H -4.551 0.772 -5.549
H -4.606 0.794 -3.756
H 0.563 -2.395 -4.712
H 1.590 -1.212 -5.557
H 1.712 -1.374 -3.807
C -1.212 -5.147 -1.042
N -0.770 -3.891 -0.466
C -0.499 -2.770 -1.179
C -0.007 -1.762 -0.306
C 0.445 -0.503 -0.685
C 0.798 0.557 0.214
C 0.020 0.881 1.357
C 0.438 1.824 2.284
C 1.660 2.524 2.065
N 2.111 3.425 2.989
C 1.258 3.888 4.060
C 0.442 2.748 4.634
C -0.360 2.062 3.526
C 3.207 4.319 2.689
C 4.304 3.596 1.935
C 3.741 2.936 0.676
C 2.433 2.246 0.898
C 1.965 1.328 -0.022
C 0.003 -2.367 1.038
C 0.453 -1.977 2.294
C 0.269 -2.841 3.390
C -0.261 -4.129 3.218
C -0.635 -4.580 1.943
C -0.505 -3.682 0.892
H -1.354 -5.886 -0.249
H -2.155 -5.002 -1.583
H -0.463 -5.521 -1.754
H -0.686 -2.712 -2.249
H 0.607 -0.333 -1.750
H -0.930 0.367 1.522
H 1.908 4.335 4.823
H 0.586 4.683 3.687
H 1.107 2.017 5.109
H -0.227 3.139 5.405
H -1.244 2.675 3.286
H -0.739 1.100 3.895
H 2.837 5.176 2.095
H 3.574 4.713 3.645
H 5.088 4.310 1.675
H 4.751 2.829 2.578
H 3.613 3.700 -0.107
H 4.470 2.214 0.290
H 2.547 1.132 -0.928
H 0.945 -1.015 2.426
H 0.554 -2.508 4.388
H -0.374 -4.791 4.078
H -1.018 -5.586 1.758
*
```